DFT (wB97M-V/def2-TZVPD) results for a 2-piece molecular cluster, C2H3Cl3OSi overall at a distorted geometry.

Properties
Orbital gap (alpha / beta) ... 7.75 / 7.75 eV
Charge ... 0
Energy relative to the best compared isomer or geometry (same formula, charge and spin) ... 75.43 kcal/mol
E_LUMO (alpha / beta) ... -0.13 / -0.13 eV

Cartesian coordinates (Å):
Cl1 -3.1490 0.7253 0.5437
Cl2 -0.2902 2.0269 2.0403
Cl3 -1.4814 -0.9168 2.7777
Si1 -1.3544 0.4586 1.3803
O1 1.1116 -1.2827 -0.5545
C1 1.5202 -0.0283 -1.1029
C2 0.1614 -0.4770 -0.9159
H1 1.9840 -0.0828 -2.1421
H2 -0.5933 -0.7895 -1.7685
H3 2.0912 0.3664 -0.2580